Entry 1:
# C6H10O

A 3-piece molecular cluster, C6H10O overall (ωB97M-V with the def2-TZVPD basis set, OMol25).

Its SMILES is C=CO.C#C.C=C. Its total charge is 0. Its HOMO energy is -9.0 eV. The value obtained for the gap between HOMO and LUMO is 9.918 eV.

Element x y z (Å)
C1 -1.063 1.321 -1.047
C2 -0.696 1.769 0.150
O1 0.395 2.522 0.441
H1 -0.491 1.540 -1.947
H2 -1.938 0.691 -1.146
H3 -1.257 1.548 1.052
H4 0.896 2.667 -0.373
C3 -0.764 -1.453 1.822
C4 -1.531 -0.702 2.362
H5 -0.076 -2.101 1.325
H6 -2.207 -0.023 2.833
C5 1.393 -0.727 -1.246
C6 1.526 -1.870 -0.585
H7 1.862 0.190 -0.896
H8 0.795 -0.655 -2.150
H9 1.037 -2.782 -0.921
H10 2.118 -1.934 0.326

Atoms 1-3, force components in eV/Å:
0.05 0.11 0.14
-0.31 -0.17 -0.14
0.14 0.03 -0.22

=====

Entry 2:
# C7H14O

A 2-piece molecular cluster, C7H14O overall (ωB97M-V with the def2-TZVPD basis set, OMol25).

Its total charge is -1. Its HOMO energy (spin up / spin down) is 1.2 / -6.3 eV. The value obtained for the gap between HOMO and LUMO (spin up / spin down) is 2.559 / 9.914 eV. Its multiplicity is 2.

Element x y z (Å)
C1 2.372 -1.188 -0.835
C2 2.112 0.344 -0.959
C3 2.140 0.994 0.455
C4 0.761 0.725 1.104
C5 -0.342 1.330 0.823
C6 -1.605 0.870 1.448
C7 -2.336 -0.184 1.143
H1 3.218 -1.344 -0.245
H2 2.399 -1.632 -1.709
H3 1.499 -1.445 -0.249
H4 1.161 0.829 -1.472
H5 2.968 0.787 -1.461
H6 2.371 2.066 0.393
H7 2.937 0.649 1.108
H8 0.868 -0.022 2.005
H9 -0.482 2.157 0.069
H10 -1.785 1.719 2.151
H11 -2.140 -0.748 0.315
H12 -3.206 -0.617 1.725
H13 -2.184 -1.688 -2.692
H14 -2.678 -1.886 -1.255
O1 -2.944 -2.021 -2.219

Atoms 1-3, force components in eV/Å:
-3.05 4.20 3.28
0.53 1.65 0.07
-1.38 0.24 -0.06

=====

Entry 3:
# C43H55BrN3O5V

C43H55BrN3O5V as an isolated structure (ωB97M-V with the def2-TZVPD basis set, OMol25).

Its total charge is -1. Its HOMO energy (spin up / spin down) is -3.8 / -3.0 eV. The value obtained for the gap between HOMO and LUMO (spin up / spin down) is 6.259 / 5.471 eV. Its multiplicity is 2.

Element x y z (Å)
V1 -0.446 0.880 -0.226
C1 0.515 0.181 2.775
O1 -0.649 0.174 1.940
C2 -1.272 -1.130 1.961
C3 -2.304 -1.227 0.880
O2 -1.600 -0.972 -0.327
C4 -2.369 -1.006 -1.525
C5 -1.365 -0.879 -2.631
O3 -0.522 0.281 -2.443
C6 0.748 0.059 -3.083
H1 0.222 0.033 3.815
H2 0.991 1.149 2.667
H3 1.207 -0.605 2.474
H4 -1.725 -1.306 2.933
H5 -0.505 -1.876 1.761
H6 -3.111 -0.509 1.004
H7 -2.710 -2.239 0.875
H8 -3.098 -0.200 -1.525
H9 -2.871 -1.971 -1.628
H10 -1.872 -0.815 -3.591
H11 -0.733 -1.758 -2.612
H12 1.232 -0.814 -2.653
H13 1.367 0.932 -2.914
H14 0.604 -0.083 -4.154
C7 1.541 4.276 2.419
C8 0.066 4.582 2.140
C9 -0.834 3.620 2.916
C10 -0.292 4.718 0.653
C11 -1.067 5.831 0.326
C12 -1.311 6.202 -0.986
C13 -0.683 5.493 -1.995
C14 0.074 4.361 -1.714
C15 0.841 3.719 -2.860
C16 2.015 4.622 -3.270
C17 -0.036 3.392 -4.071
C18 0.166 3.892 -0.390
N1 0.673 2.547 -0.127
C19 2.011 2.470 -0.076
O4 2.796 3.408 -0.160
C20 2.598 1.085 0.156
C21 3.908 1.094 0.582
C22 4.551 -0.109 0.785
C23 3.866 -1.267 0.491
C24 2.541 -1.225 0.059
N2 1.874 -0.040 -0.074
C25 2.002 -2.643 -0.277
O5 2.900 -3.483 -0.539
N3 0.715 -2.836 -0.216
C26 0.145 -4.073 -0.569
C27 -0.005 -4.463 -1.932
C28 -0.921 -5.448 -2.281
C29 -1.636 -6.150 -1.317
C30 -1.313 -5.930 0.009
C31 -0.405 -4.942 0.410
C32 0.049 -5.059 1.880
C33 -1.079 -4.837 2.895
C34 1.304 -4.291 2.299
C35 0.917 -3.910 -3.007
C36 0.263 -3.780 -4.389
C37 2.162 -4.808 -3.126
H15 1.768 4.507 3.465
H16 2.207 4.852 1.775
H17 1.773 3.225 2.254
H18 -0.112 5.578 2.541
H19 -0.804 2.624 2.477
H20 -1.876 3.952 2.901
H21 -0.504 3.553 3.961
H22 -1.467 6.437 1.137
H23 -1.943 7.053 -1.212
H24 -0.781 5.825 -3.025
H25 1.271 2.797 -2.494
H26 1.649 5.608 -3.577
H27 2.565 4.182 -4.111
H28 2.701 4.745 -2.431
H29 -0.437 4.302 -4.529
H30 -0.879 2.749 -3.799
H31 0.554 2.874 -4.834
H32 4.383 2.054 0.728
H33 5.576 -0.143 1.138
H34 4.318 -2.243 0.563
H35 -1.060 -5.696 -3.330
H36 -2.362 -6.903 -1.597
H37 -1.742 -6.578 0.772
H38 0.319 -6.112 1.962
H39 -1.258 -3.774 3.056
H40 -0.806 -5.271 3.864
H41 -2.019 -5.296 2.573
H42 1.142 -3.214 2.302
H43 2.143 -4.487 1.627
H44 1.584 -4.595 3.313
H45 1.265 -2.931 -2.685
H46 0.208 -4.753 -4.892
H47 0.863 -3.123 -5.026
H48 -0.751 -3.376 -4.342
H49 1.855 -5.839 -3.332
H50 2.735 -4.781 -2.200
H51 2.806 -4.467 -3.946
Br1 -6.408 4.227 -0.707
C38 -4.764 3.271 -0.541
C39 -3.921 3.160 -1.635
C40 -2.722 2.467 -1.492
C41 -2.274 1.860 -0.286
C42 -3.208 2.010 0.769
C43 -4.424 2.695 0.666
H52 -4.191 3.617 -2.582
H53 -2.094 2.409 -2.378
H54 -2.984 1.588 1.747
H55 -5.088 2.785 1.522

Atoms 1-3, force components in eV/Å:
0.33 -0.59 -0.01
-0.24 -0.02 -0.11
0.10 -0.55 -0.12

=====

Entry 4:
# C48H74Cl4O22

A 13-piece molecular cluster, C48H74Cl4O22 overall (ωB97M-V with the def2-TZVPD basis set, OMol25).

Its total charge is 0. Its HOMO energy is -9.6 eV. The value obtained for the gap between HOMO and LUMO is 9.859 eV.

Element x y z (Å)
O1 -17.981 -18.630 6.727
C1 -17.482 -18.584 5.599
O2 -16.576 -17.596 5.284
C2 -16.186 -17.781 3.905
C3 -17.109 -18.794 3.228
C4 -17.738 -19.474 4.393
H1 -15.141 -18.068 3.915
H2 -16.295 -16.856 3.363
H3 -16.573 -19.456 2.553
H4 -17.851 -18.263 2.649
H5 -17.343 -20.489 4.514
H6 -18.809 -19.570 4.255
O3 -23.976 -18.667 0.858
C5 -23.018 -18.028 1.301
O4 -23.227 -16.985 2.141
C6 -21.951 -16.436 2.649
C7 -20.823 -17.482 2.093
C8 -21.546 -18.184 0.963
H7 -22.030 -16.378 3.733
H8 -21.852 -15.441 2.225
H9 -20.543 -18.170 2.885
H10 -19.940 -16.956 1.718
H11 -21.387 -19.253 0.822
H12 -21.305 -17.676 0.032
O5 -19.949 -12.209 8.417
C9 -21.120 -12.503 8.135
O6 -21.899 -13.163 8.972
C10 -23.145 -13.403 8.398
C11 -23.243 -12.515 7.147
C12 -21.811 -12.349 6.814
H13 -23.879 -13.152 9.152
H14 -23.227 -14.470 8.174
H15 -23.667 -11.547 7.403
H16 -23.856 -12.943 6.359
H17 -21.568 -11.384 6.372
H18 -21.527 -13.119 6.073
O7 -17.744 -15.680 1.649
C13 -17.906 -14.745 2.421
O8 -17.772 -13.509 1.974
C14 -18.074 -12.545 3.055
C15 -18.688 -13.373 4.232
C16 -18.218 -14.834 3.858
H19 -18.678 -11.776 2.602
H20 -17.107 -12.106 3.321
H21 -19.773 -13.296 4.281
H22 -18.269 -13.056 5.188
H23 -18.948 -15.630 3.991
H24 -17.304 -15.122 4.392
O9 -20.667 -7.633 1.319
C17 -20.866 -8.404 0.407
O10 -21.879 -8.170 -0.433
C18 -21.794 -9.175 -1.529
C19 -20.954 -10.279 -1.027
C20 -20.055 -9.568 -0.040
H25 -21.318 -8.713 -2.392
H26 -22.799 -9.490 -1.797
H27 -20.410 -10.776 -1.829
H28 -21.556 -11.028 -0.505
H29 -19.086 -9.262 -0.435
H30 -19.865 -10.219 0.817
O11 -20.562 -8.271 5.899
C21 -19.551 -8.838 6.235
O12 -19.276 -10.037 5.700
C22 -17.968 -10.439 6.159
C23 -17.298 -9.245 6.975
C24 -18.543 -8.433 7.253
H31 -17.413 -10.693 5.261
H32 -18.087 -11.329 6.763
H33 -16.674 -8.699 6.272
H34 -16.703 -9.519 7.850
H35 -18.403 -7.355 7.242
H36 -19.064 -8.660 8.189
O13 -14.609 -15.829 -2.721
C25 -14.337 -15.847 -1.537
O14 -15.034 -15.090 -0.642
C26 -14.610 -15.451 0.718
C27 -13.966 -16.827 0.615
C28 -13.316 -16.697 -0.813
H37 -15.494 -15.334 1.329
H38 -13.831 -14.749 1.021
H39 -14.786 -17.544 0.583
H40 -13.285 -17.095 1.417
H41 -13.128 -17.598 -1.395
H42 -12.376 -16.131 -0.689
O15 -13.083 -15.948 3.778
C29 -13.427 -14.996 4.509
O16 -14.564 -15.099 5.241
C30 -14.706 -13.872 6.000
C31 -13.356 -13.146 5.988
C32 -12.758 -13.685 4.652
H43 -15.112 -14.091 6.975
H44 -15.444 -13.273 5.453
H45 -12.733 -13.504 6.809
H46 -13.476 -12.075 6.088
H47 -11.678 -13.799 4.655
H48 -13.041 -13.038 3.813
O17 -20.632 -17.045 5.559
C33 -21.077 -18.115 5.966
O18 -21.210 -19.119 5.171
C34 -21.810 -20.282 5.877
C35 -22.467 -19.696 7.164
C36 -21.563 -18.413 7.309
H49 -21.019 -21.029 6.013
H50 -22.538 -20.667 5.180
H51 -22.589 -20.377 8.007
H52 -23.452 -19.367 6.840
H53 -20.654 -18.577 7.911
H54 -22.062 -17.520 7.677
O19 -22.753 -13.509 3.773
C37 -22.872 -12.330 3.494
O20 -24.063 -11.735 3.409
C38 -23.914 -10.302 3.232
C39 -22.492 -9.975 3.644
C40 -21.802 -11.332 3.256
H55 -24.719 -9.889 3.836
H56 -24.098 -10.054 2.181
H57 -22.502 -9.831 4.724
H58 -22.017 -9.106 3.200
H59 -20.912 -11.585 3.820
H60 -21.557 -11.341 2.177
O21 -20.494 -13.040 0.701
C41 -20.244 -13.773 -0.250
O22 -20.785 -14.937 -0.342
C42 -20.338 -15.671 -1.574
C43 -19.609 -14.567 -2.438
C44 -19.298 -13.491 -1.358
H61 -21.283 -16.073 -1.923
H62 -19.678 -16.500 -1.301
H63 -20.274 -14.180 -3.215
H64 -18.718 -14.951 -2.926
H65 -19.461 -12.475 -1.675
H66 -18.292 -13.548 -0.909
Cl1 -17.648 -13.802 7.948
C45 -18.393 -15.427 7.805
C46 -19.146 -15.763 9.024
Cl2 -18.004 -15.950 10.391
H67 -17.596 -16.130 7.583
H68 -19.100 -15.398 6.973
H69 -19.649 -16.721 8.936
H70 -19.872 -14.971 9.211
Cl3 -16.982 -9.371 2.248
C47 -17.448 -7.667 1.713
C48 -16.466 -6.711 2.268
Cl4 -16.474 -6.731 4.050
H71 -18.465 -7.519 2.066
H72 -17.412 -7.652 0.624
H73 -16.786 -5.696 2.008
H74 -15.467 -6.896 1.884

Atoms 1-3, force components in eV/Å:
0.93 -0.15 -2.52
-0.36 0.73 2.31
-1.30 -1.34 -0.44

=====

Entry 5:
# CH4NOP

One molecule with the formula CH4NOP (ωB97M-V with the def2-TZVPD basis set, OMol25).

Its SMILES is NC(=O)P. Its total charge is 0. Its HOMO energy is -9.2 eV. The value obtained for the gap between HOMO and LUMO is 9.942 eV.

Element x y z (Å)
N1 1.012 0.690 0.330
C1 0.421 -0.518 0.172
O1 0.939 -1.570 -0.195
P1 -1.499 -0.294 0.152
H1 2.036 0.758 0.629
H2 0.464 1.418 0.539
H3 -1.351 0.822 -0.782
H4 -2.023 -1.307 -0.846

Atoms 1-3, force components in eV/Å:
4.86 -3.02 0.31
-0.87 -1.75 -2.51
-0.15 1.52 1.39

=====

Entry 6:
# C3H14O3S2

A 4-piece molecular cluster, C3H14O3S2 overall (ωB97M-V with the def2-TZVPD basis set, OMol25).

Its SMILES is CCSSC.O.O.O. Its total charge is 0. Its HOMO energy is -8.1 eV. The value obtained for the gap between HOMO and LUMO is 8.609 eV.

Element x y z (Å)
C1 1.229 1.649 0.685
C2 0.037 1.374 -0.224
S1 0.147 -0.240 -1.053
S2 -0.115 -1.457 0.601
C3 1.338 -2.492 0.508
H1 1.480 0.737 1.227
H2 2.109 1.934 0.113
H3 1.033 2.416 1.437
H4 -0.021 2.152 -0.978
H5 -0.873 1.373 0.358
H6 2.274 -1.951 0.430
H7 1.262 -3.271 -0.250
H8 1.358 -3.012 1.470
O1 -4.663 0.568 -1.997
H9 -5.404 0.500 -2.614
H10 -3.882 0.677 -2.549
O2 -1.759 1.688 2.727
H11 -1.553 0.756 2.898
H12 -0.984 2.137 3.085
O3 3.810 0.051 -0.842
H13 4.180 0.310 -1.706
H14 4.339 -0.742 -0.684

Atoms 1-3, force components in eV/Å:
0.18 -0.25 0.07
0.61 0.14 0.59
-0.31 0.03 -0.05